# C32H27F4NO4

5 unconnected molecules or ions with the total composition C32H27F4NO4 (ωB97M-V/def2-TZVPD, the OMol25 dataset).

Output
HOMO ... -9.125 eV
SMILES ... O=C(O)NOC(=O)c1ccccc1.Fc1ccccc1.Fc1ccccc1.Fc1ccccc1.Fc1ccccc1
Molar mass ... 565.56 g/mol
LUMO level ... 0.613 eV
Gap between HOMO and LUMO ... 9.74 eV

XYZ file:
```
68
Properties=species:S:1:pos:R:3:forces:R:3
C 0.44577 1.86915 2.85934 0.136 -0.044 0.187
H -0.64232 -0.58007 -4.91064 0.017 -0.084 -0.154
H 3.55338 2.83602 -7.69903 0.000 -0.004 -0.001
N -1.23005 -2.53511 -0.58468 -0.174 -0.192 -0.691
O -3.08477 -2.07883 0.74293 0.542 0.419 0.264
C -6.78598 -3.47531 3.95940 -0.092 0.049 -0.062
H -4.77321 -2.70594 3.81153 0.000 0.026 -0.012
C 0.55757 -1.07613 -0.43219 -0.584 -0.033 -0.568
H -8.86249 -4.00610 3.89924 -0.003 0.001 -0.002
C 7.07927 -2.31431 3.25824 0.080 -0.130 -0.026
F -5.22192 -0.71977 2.22415 0.063 0.066 -0.079
H -7.72045 -0.58155 1.57784 0.026 -0.006 -0.005
C 2.16585 1.17680 4.88784 0.020 -0.013 0.040
C 1.69965 2.04875 -8.43723 0.003 0.075 0.071
H 2.46382 4.53621 -6.27376 -0.010 0.018 0.006
C -5.80722 -2.60061 3.51125 0.194 -0.016 0.054
H 2.09541 -0.80257 4.06033 -0.008 -0.014 -0.012
C -0.82715 1.19822 -3.73161 -0.104 -0.179 -0.293
H 2.04134 3.23381 5.48556 0.000 0.020 -0.006
H 0.17723 -1.95220 -2.96940 -0.012 -0.160 -0.221
F -0.39879 2.21071 1.86089 -0.025 0.001 -0.029
H 4.17289 -1.01950 2.09222 0.007 0.006 -0.013
H -6.51819 -4.28008 4.63028 0.022 -0.007 -0.001
C -2.56348 -2.03628 -0.48975 -0.326 0.010 0.129
C -6.17458 -1.57825 2.66200 -0.183 -0.185 0.091
C -0.05844 -0.90654 -2.87435 -0.007 0.229 0.348
H 2.17317 1.30444 -9.06300 -0.010 -0.019 -0.002
C 0.07723 -0.31539 -1.62086 -0.208 0.088 -0.106
C 0.48057 3.96635 -6.84026 -0.109 0.151 0.141
H -0.01479 4.70828 -6.22796 -0.024 -0.018 -0.007
C 0.85132 2.84138 3.75032 -0.046 0.164 -0.019
C 5.90594 -2.21023 2.52446 -0.012 0.088 0.057
C -0.70116 1.78603 -2.48367 0.168 -0.316 0.216
C -0.23791 1.02667 -1.41579 0.019 -0.306 -0.328
H 4.80164 0.77782 3.66330 -0.002 0.009 0.013
C 7.40692 -1.29918 4.13406 -0.148 0.010 -0.092
C 5.43903 -0.08933 3.55376 0.020 -0.089 -0.051
O 1.65116 -1.01953 0.01237 0.789 0.106 0.570
F 8.54410 -1.39724 4.85231 0.025 -0.003 0.016
H -1.19950 -3.50222 -0.28058 0.206 0.019 0.260
C -7.47573 -1.39937 2.24233 -0.034 0.149 -0.122
O -3.16067 -1.63343 -1.43428 -0.178 0.254 -0.600
O -0.39343 -1.79912 0.27757 0.298 -0.294 0.606
H 7.73566 -3.16811 3.15581 0.009 0.011 0.028
H -3.75177 -1.37526 0.76848 -0.396 -0.294 0.222
C -8.10324 -3.31975 3.54949 -0.019 -0.026 0.015
C 5.08575 -1.09972 2.66894 -0.087 0.016 -0.035
H -9.47028 -2.16338 2.36770 -0.006 0.021 -0.004
H 2.84554 0.90338 5.68428 -0.005 -0.002 0.005
C 1.86335 3.86626 -6.87390 -0.001 -0.099 -0.085
C 1.74314 0.21685 3.97733 0.034 0.110 0.081
H 0.49520 3.85681 3.63862 -0.020 -0.015 -0.013
C 1.71689 2.48558 4.77499 0.016 -0.099 -0.038
C -0.51417 -0.14312 -3.93499 0.097 0.209 0.389
H 5.63213 -2.99971 1.83764 0.013 -0.006 -0.014
H -0.95578 2.81722 -2.30434 -0.061 0.186 -0.161
C 0.31540 2.13660 -8.40377 -0.106 -0.120 -0.098
C -8.44541 -2.28404 2.69102 0.067 -0.062 0.064
C 6.60642 -0.18657 4.29741 0.026 0.114 0.097
C 0.87302 0.56086 2.95514 -0.100 -0.118 -0.142
C 2.47461 2.91005 -7.67305 0.048 0.001 0.004
H -0.12253 1.45867 -0.43454 -0.018 0.103 0.120
H 0.53090 -0.17490 2.24159 -0.006 -0.007 -0.013
C -0.27138 3.09770 -7.60525 0.250 -0.031 -0.009
H -0.30626 1.47009 -8.98670 -0.018 0.025 0.002
H 6.89720 0.58642 4.99638 0.030 -0.012 -0.009
H -1.18986 1.75335 -4.58334 -0.052 0.251 0.010
F -1.61555 3.18830 -7.56943 -0.035 -0.001 0.014
```
Positions in Å, forces in eV/Å.

# C3H12NO2

2 unconnected molecules or ions with the total composition C3H12NO2 (ωB97M-V/def2-TZVPD, the OMol25 dataset).

Output
HOMO ... -14.650 eV
Molar mass ... 94.13 g/mol
LUMO level ... -3.333 eV
Total charge ... +1
Gap between HOMO and LUMO ... 11.32 eV

XYZ file:
```
18
Properties=species:S:1:pos:R:3:forces:R:3
H 0.81601 -2.26284 1.09679 -0.065 -0.236 0.064
H -1.14785 1.26441 -0.48704 -0.141 -0.032 0.030
C -0.12611 1.35021 -0.83664 0.164 -0.281 -0.141
N 0.34245 -0.01586 -1.25949 0.095 0.255 0.049
H -1.82983 -1.76129 0.50813 -0.027 0.087 -0.052
H 1.81085 1.91812 -0.08520 0.001 -0.010 0.044
H 1.29796 0.04352 -1.62243 -0.137 -0.106 0.004
O 0.19225 -2.19171 0.36840 0.094 0.477 0.010
O 0.25320 3.09511 0.63027 0.102 0.038 0.246
C -1.13546 -2.54501 0.80038 -0.056 -0.233 0.094
H -0.24601 -0.40342 -1.99659 0.034 -0.003 -0.018
H -1.18768 -2.66451 1.87945 0.055 0.021 0.022
H 0.33784 -0.70722 -0.46245 -0.064 -0.189 -0.239
H -1.42761 -3.47810 0.32463 0.016 -0.010 -0.009
H -0.09705 2.00294 -1.70564 0.009 0.055 0.031
H 0.74151 1.13338 1.10009 0.048 -0.127 0.208
C 0.77529 1.84377 0.27424 -0.072 0.252 -0.175
H 0.63022 3.37849 1.47309 -0.056 0.042 -0.170
```
Positions in Å, forces in eV/Å.

# H20O10

10 unconnected molecules or ions with the total composition H20O10 (ωB97M-V/def2-TZVPD, the OMol25 dataset).

Output
HOMO ... -9.935 eV
SMILES ... O.O.O.O.O.O.O.O.O.O
Molar mass ... 180.15 g/mol
LUMO level ... 0.045 eV
Gap between HOMO and LUMO ... 9.98 eV

XYZ file:
```
30
Properties=species:S:1:pos:R:3:forces:R:3
H -3.55212 -2.11763 -0.39403 0.623 -0.374 -0.653
H 0.79586 3.83982 -0.80914 -1.339 1.150 -1.551
H -1.96787 1.80425 -1.06714 -1.207 0.490 -0.622
H 3.27273 -2.65840 -0.49780 0.431 -0.964 1.354
O 0.78795 -0.45101 0.22936 2.139 -2.601 -7.080
H -3.85652 1.10192 -2.21333 -0.224 0.220 -0.606
O -3.30219 0.48430 -1.73671 -1.606 0.337 -2.666
O -3.98897 0.69207 2.15709 -0.067 1.498 1.385
O 3.18583 0.79698 -0.83710 1.237 1.741 -1.389
H 1.76488 2.65461 -0.74932 -0.356 0.679 0.674
H 3.77201 0.96128 -1.63135 -0.951 -0.623 1.361
H 1.16337 -1.00412 -0.53558 -1.758 1.306 0.700
H -0.76775 1.44459 -0.41388 -0.836 -0.904 -0.240
O 1.36247 3.39420 -0.23413 1.681 -1.994 0.905
H 4.29325 -0.43837 1.03998 -0.319 -0.459 1.235
O -4.08784 -2.91933 -0.48118 1.629 0.533 -1.261
H 0.28917 0.19058 2.79547 -0.477 0.681 2.618
H 3.52223 -1.55727 0.67348 -1.271 -1.457 -1.781
H 1.29238 -0.86030 2.28573 0.437 -0.234 0.391
H 3.03977 -0.13379 -0.76121 0.036 -0.360 -0.092
H -4.67247 -2.70685 0.19788 -2.198 -0.175 1.935
O 0.64715 -0.20834 2.04158 -0.890 0.987 3.766
H -3.34676 0.32577 1.56135 0.783 0.030 -0.307
H 2.49555 -1.59446 -1.23569 -0.187 -0.362 -0.358
H 0.07946 0.10450 -0.12701 0.282 -0.726 -0.242
O 3.00357 -2.40132 -1.35300 -0.263 0.574 -1.543
H -3.54784 1.43074 2.67236 -0.625 -1.509 -1.156
O -1.57862 0.98509 -0.81220 5.217 1.743 2.750
O 3.84217 -1.21531 1.46215 1.666 2.148 1.017
H -3.94085 0.05576 -1.22665 -1.589 -1.375 1.455
```
Positions in Å, forces in eV/Å.

# C47H32BrCl5N7O3V

A molecular structure, C47H32BrCl5N7O3V (ωB97M-V/def2-TZVPD, the OMol25 dataset).

Output
HOMO (alpha / beta) ... -2.799 / -5.914 eV
Molar mass ... 1050.93 g/mol
LUMO level (alpha / beta) ... 2.079 / 1.927 eV
Total charge ... -1
Spin multiplicity ... 4
Gap between HOMO and LUMO (alpha / beta) ... 4.88 / 7.84 eV

XYZ file:
```
96
Properties=species:S:1:pos:R:3:forces:R:3
H -4.38620 -3.18153 0.46128 -0.072 0.102 0.010
H -0.54747 5.12456 -0.69756 -0.060 0.000 0.048
Cl -7.32805 2.97798 -1.33286 -0.200 0.083 -0.019
C 4.21392 -2.98401 -0.87045 0.673 -0.052 -0.081
C 0.60163 -2.20888 2.85694 0.034 -0.075 -0.105
C -2.54371 1.55604 4.73674 -0.132 0.018 0.094
H 2.47072 -3.20406 1.22613 -0.028 -0.026 0.104
N 0.14666 -1.71433 -0.70007 -0.517 0.210 0.325
C -2.00902 -2.58311 2.70735 0.093 -0.059 -0.046
C -0.02751 -2.36218 1.61585 -0.615 -0.229 0.561
H -3.07749 -2.73455 2.64366 -0.165 -0.024 0.074
N 6.96678 -3.50010 -1.00902 0.329 -0.097 0.053
V -1.47720 -0.11560 -0.61487 1.986 0.680 -2.586
C 2.04745 -2.72586 0.35666 -0.571 -0.042 0.345
C 3.95223 1.62718 1.53005 -0.032 0.019 -0.058
Cl -6.80479 1.00455 1.01489 -0.144 -0.038 0.141
C 0.88646 -0.66834 -4.18176 0.153 0.075 -0.338
H -2.61292 1.71211 2.59219 -0.030 -0.039 -0.042
H 3.90466 0.36113 -0.19917 0.015 0.025 -0.110
H -3.54365 1.93832 4.88117 -0.089 0.087 -0.012
C 6.15406 -3.80043 -2.01488 0.128 -0.016 -0.107
C 1.38905 5.70075 -1.44497 0.018 0.046 -0.013
N 0.27113 -0.21247 -5.24537 0.240 -0.024 0.067
H -1.57194 0.31956 -6.01855 -0.131 0.010 0.051
C 3.32737 0.82638 0.58920 0.156 -0.068 0.039
H 1.66496 -2.01731 2.93693 0.042 0.022 -0.184
H -2.15718 1.34528 6.83657 -0.069 0.023 0.084
C -0.41499 2.45280 -0.73783 -0.146 1.306 0.541
C 2.81152 -2.61724 -0.82265 -0.672 0.406 -0.819
C -0.23136 0.73633 1.88346 0.030 0.044 -0.125
O -1.29067 2.84258 0.03251 0.327 0.312 -0.096
C 2.18595 -2.06259 -1.92996 0.678 -0.310 0.626
N -0.95879 0.29515 0.93774 0.809 0.584 3.789
C 3.18348 2.23036 2.51240 0.109 0.099 0.117
H 0.11747 0.44716 6.50004 0.025 -0.028 0.083
C -1.37609 -2.42648 3.92622 0.298 -0.002 0.064
H -1.91001 -2.43163 4.86646 -0.163 -0.001 -0.002
H 1.24635 2.48942 3.35600 0.004 -0.019 0.070
C 0.40932 4.79798 -1.07679 -0.055 -0.156 0.064
H 2.74893 -1.94349 -2.84112 0.037 0.023 -0.104
C 1.85859 2.96918 -1.66959 -0.082 0.001 -0.030
C -3.66861 -3.51880 -0.28790 0.339 0.133 -0.062
C 2.61554 5.25079 -1.90675 0.115 -0.038 -0.048
C -3.92664 -2.43382 -2.61289 0.079 0.263 0.209
H 3.64503 2.88370 3.23916 0.058 0.109 0.015
C -2.04178 1.40657 3.45702 0.189 0.023 -0.164
C 0.87491 -1.59716 -1.84798 -0.073 0.249 -0.856
H -2.75529 -3.79523 0.23653 -0.030 0.012 0.047
H 5.01722 1.79785 1.48070 0.111 0.038 0.000
H 4.18807 -3.82645 -2.85655 -0.062 -0.030 -0.099
O -2.62362 -1.45432 -0.84706 -3.401 -4.225 -0.773
N -1.34846 -2.57486 1.55775 0.655 0.012 0.083
C -5.53464 1.37932 -0.08822 0.023 0.057 -0.034
C -4.74407 2.55381 -2.01285 0.010 -0.061 0.058
Cl -4.02741 -0.31029 1.32992 -0.462 -0.357 0.739
C -1.76946 1.22047 5.83574 -0.064 -0.055 0.068
C -5.77813 2.26258 -1.13362 0.167 -0.123 0.097
N -1.09647 -0.70089 -2.85581 0.382 0.165 0.277
H 1.00775 0.16112 4.24751 0.007 0.027 -0.027
H 7.10265 -2.72175 0.87607 -0.023 0.022 0.080
N -0.05678 -2.25504 3.99980 -0.247 -0.299 0.141
C -3.34191 -2.38043 -1.21781 0.004 0.038 0.066
H -4.34093 -1.46448 -2.89648 0.095 0.021 0.067
H 3.39327 5.94563 -2.18584 0.056 0.034 -0.021
C 0.23255 -0.96931 -2.97148 0.093 -0.464 0.220
C -0.49161 0.72041 5.64994 0.070 -0.019 0.090
Cl -5.03472 3.62575 -3.32365 -0.134 0.241 -0.213
H 4.67598 -2.24636 1.10088 -0.003 0.071 0.089
Br 4.51007 3.25973 -2.64684 0.012 -0.010 0.014
C 1.96865 0.59021 0.66806 -0.260 -0.021 0.092
C -1.05683 -0.03573 -5.13663 -0.436 -0.087 0.075
C 5.06720 -2.70510 0.20513 -0.287 -0.076 -0.248
C 0.73815 -2.27802 0.36667 0.820 -0.249 -0.336
C -3.49205 1.96670 -1.83847 -0.297 -0.086 0.302
Cl -2.26596 2.44680 -2.94688 0.045 0.445 -0.511
C 6.41509 -2.96448 0.07399 0.117 -0.015 0.124
C -3.20329 1.05382 -0.82236 -0.891 0.487 -0.236
H -4.70338 -3.19126 -2.68755 -0.007 0.005 0.077
C 1.82603 1.98715 2.59613 -0.130 0.015 -0.151
C -0.75882 0.90084 3.26006 -0.170 0.022 0.311
H 1.20875 6.76344 -1.36965 -0.023 0.084 0.009
O -0.29805 1.28553 -1.21505 0.934 -0.003 -0.860
C -1.71369 -0.26142 -3.94238 -0.088 -0.064 -0.613
H 1.48316 0.00608 -0.09082 0.012 -0.074 -0.023
C 0.64369 3.43260 -1.18387 -0.005 -0.010 0.006
H -2.78269 -0.09916 -3.86611 0.053 0.130 0.003
C 1.19158 1.11528 1.70300 0.589 0.157 -0.108
H 1.95588 -0.78395 -4.29493 0.087 -0.069 0.148
H -3.13869 -2.67785 -3.32687 0.106 0.034 0.012
H 2.02720 1.90700 -1.76419 -0.009 -0.015 -0.034
H -4.08086 -4.37069 -0.82034 -0.063 0.001 -0.067
C 4.79689 -3.55946 -2.00681 -0.196 0.121 0.281
C 2.82841 3.88735 -2.01002 0.157 0.061 -0.082
H 6.63402 -4.25569 -2.87291 -0.071 -0.024 -0.115
C -4.27553 0.79955 0.03569 0.031 0.352 -0.495
C 0.01303 0.56127 4.37481 -0.193 0.173 -0.095
```
Positions in Å, forces in eV/Å.